Formula: C25H47Br4NaO19
Source: the Open Molecules 2025 dataset
Level of theory: ωB97M-V with the def2-TZVPD basis set

Structure (XYZ):
```
96
Properties=species:S:1:pos:R:3:forces:R:3:lowdin_charge:R:1
Na 4.1546 -1.0608 0.2107 -1.1 0.1 -0.2 0.60
C 0.6084 -1.4287 -0.2124 1.4 0.0 -0.5 -0.33
O 1.8346 -0.9201 -0.6370 0.4 0.0 0.5 -0.41
H 0.6950 -2.4488 0.1618 0.0 -0.7 0.2 0.04
H 0.1196 -0.9019 0.6071 -0.2 0.6 0.4 0.04
H -0.1085 -1.4735 -1.0323 -0.5 0.0 -0.3 0.03
C -2.2634 -1.9477 2.8316 0.1 0.4 0.0 -0.03
C -3.7674 -1.5512 2.7259 2.1 -1.6 0.7 -0.27
C -4.3775 -0.8550 3.9844 1.3 -1.7 0.3 -0.09
O -4.9513 0.2536 3.4324 -2.0 1.4 1.1 0.08
C -4.9243 0.2655 2.1200 -1.1 3.8 -1.6 -0.53
O -5.5513 1.1382 1.4984 2.1 -3.2 1.0 0.12
O -3.9862 -0.6074 1.7194 -0.7 0.5 -1.8 0.07
H -1.8584 -2.5552 2.0223 -0.7 0.0 -0.4 0.01
H -2.0982 -2.5989 3.6899 -0.2 0.3 0.3 0.08
H -1.5654 -1.1108 2.8563 -0.3 0.3 0.5 0.07
H -4.1808 -2.4940 2.3675 -1.0 0.1 0.5 0.15
H -3.6243 -0.5292 4.7018 0.3 -0.1 -0.1 0.14
H -5.1039 -1.4479 4.5402 -0.1 -0.1 -0.3 0.14
C -2.0696 3.3940 -0.1949 1.1 0.0 0.9 0.00
C -2.5809 2.6209 1.0514 -0.4 1.4 -0.6 -0.24
C -1.7210 1.5577 1.7024 1.2 -1.0 -1.5 -0.08
O -1.7969 1.8032 3.0847 1.0 -3.9 0.5 0.10
C -2.3894 2.9039 3.3136 -0.6 3.7 2.1 -0.66
O -2.5720 3.3992 4.4010 -0.1 -0.7 -0.5 0.13
O -2.6240 3.5308 2.1852 -1.1 1.5 -1.5 0.10
H -1.6440 2.7714 -0.9819 -0.6 -0.4 0.0 0.07
H -1.2125 4.0123 0.0720 0.1 0.1 0.4 0.08
H -2.7935 4.1054 -0.5925 -0.3 -0.5 0.0 0.08
H -3.6224 2.3871 0.8305 0.1 -0.7 0.3 0.13
H -0.6696 1.6616 1.4344 0.2 0.3 -0.2 0.12
H -1.9446 0.5141 1.4806 -0.5 0.3 0.0 0.11
Br -0.9643 -5.2527 1.7940 -0.4 0.2 -0.4 0.62
C -1.4951 -4.6644 -0.0184 1.8 0.0 -0.5 -0.64
C -0.2821 -5.0500 -0.9520 -1.0 -0.6 1.2 -0.71
Br -0.7667 -4.4319 -2.6875 0.1 0.0 -0.7 0.74
H -1.6444 -3.5852 -0.0538 0.3 0.0 0.4 0.03
H -2.4596 -5.0935 -0.2898 0.4 -0.5 0.0 0.06
H -0.1038 -6.1253 -0.9550 -0.6 -0.1 -0.3 0.06
H 0.7161 -4.7011 -0.6874 -0.5 0.8 0.2 0.02
Br 1.8294 -2.2667 -5.4988 -0.3 0.1 0.7 0.56
C 1.0438 -1.2622 -3.9720 0.1 0.7 -0.7 -0.68
C 0.6388 0.1585 -4.4464 0.1 -1.6 0.8 -0.65
Br -0.9362 -0.0556 -5.5831 0.3 0.5 0.1 0.64
H 1.7744 -1.2579 -3.1632 0.1 0.3 -0.1 0.03
H 0.1649 -1.7825 -3.5912 0.1 -0.2 -0.4 -0.01
H 1.4327 0.6853 -4.9759 -0.3 -0.1 0.0 0.06
H 0.3507 0.6536 -3.5191 -0.2 0.4 -0.3 0.05
C 3.3406 -5.7832 1.9596 1.6 0.7 1.8 -0.05
O 3.0107 -5.6177 0.6334 -0.9 -0.4 -1.4 0.01
C 3.5432 -4.6668 -0.0866 0.6 2.4 -1.7 -0.54
O 4.2856 -3.7362 0.2629 -1.1 -1.6 -0.1 0.08
O 3.0740 -4.8307 -1.3489 0.2 -0.7 0.8 -0.02
C 3.4277 -3.9699 -2.4359 0.5 1.3 0.5 -0.03
H 2.7498 -6.5697 2.4291 0.0 0.2 -0.4 0.11
H 3.2671 -4.8437 2.5072 -0.5 0.0 0.1 0.10
H 4.4073 -5.9996 2.0185 0.1 -0.5 0.1 0.10
H 2.8782 -3.0327 -2.3478 -0.4 -0.1 0.0 0.07
H 3.2301 -4.4524 -3.3932 -0.1 -0.2 0.4 0.09
H 4.4660 -3.6433 -2.3774 0.2 -0.5 0.0 0.09
C 2.1897 0.9318 3.2003 -1.5 0.2 -1.1 0.01
O 3.0864 2.0480 3.0808 -0.4 -0.6 1.1 0.05
C 3.9891 2.0788 2.1585 1.3 1.1 -1.0 -0.61
O 4.3221 1.1897 1.4164 0.4 -1.0 -0.3 0.10
O 4.4900 3.3251 2.1126 -0.9 -0.4 1.4 0.01
C 5.7394 3.6211 1.5490 0.5 -0.2 -1.7 -0.04
H 2.3054 0.2406 4.0351 0.5 0.8 0.4 0.10
H 2.0925 0.2896 2.3249 0.7 0.3 -0.5 0.08
H 1.2435 1.4729 3.2042 -0.3 -0.5 0.7 0.10
H 6.1711 4.4916 2.0429 -0.2 -0.2 0.2 0.10
H 5.5643 3.8468 0.4971 0.1 0.3 -0.1 0.09
H 6.4352 2.7826 1.5205 -0.1 -0.1 0.5 0.10
C 1.6069 2.2876 -0.7650 1.0 -1.2 0.3 -0.04
O 1.6190 3.6841 -0.5896 -0.2 2.6 -0.1 -0.02
C 2.5684 4.5826 -0.9475 2.9 -2.6 -2.3 -0.51
O 3.5808 4.3000 -1.6698 -3.5 1.2 2.7 0.05
O 2.2838 5.7732 -0.4173 -0.3 -1.0 0.2 0.00
C 3.3114 6.7569 -0.4589 -0.9 1.3 -0.4 -0.04
H 0.6070 1.9144 -0.5441 0.0 0.4 0.0 0.08
H 2.2804 1.8546 -0.0255 0.0 -0.2 0.0 0.07
H 1.9118 1.8602 -1.7202 0.1 0.6 -0.2 0.09
H 4.1928 6.4593 0.1091 0.1 0.0 -0.7 0.10
H 2.8957 7.6674 -0.0273 -0.3 -0.4 0.9 0.09
H 3.3590 7.1623 -1.4696 1.2 -0.9 -0.3 0.10
C -5.4108 2.6581 -3.0571 0.3 1.7 -0.3 -0.05
O -4.6204 1.6139 -3.5836 0.3 -1.5 -0.2 0.00
C -4.0294 0.7608 -2.7335 0.9 -0.3 2.5 -0.53
O -3.8707 0.9715 -1.5235 -0.4 -0.5 -2.4 0.09
O -3.6038 -0.3600 -3.3717 -0.6 1.6 -1.4 -0.06
C -3.0491 -1.4578 -2.6430 -0.9 1.0 1.1 -0.05
H -6.2299 2.3593 -2.4030 0.3 -0.2 -0.1 0.11
H -5.7532 3.2407 -3.9124 -0.6 -0.8 -0.4 0.09
H -4.8018 3.4614 -2.6425 0.3 -0.5 1.0 0.09
H -3.6713 -1.4115 -1.7492 0.5 -0.9 0.5 0.09
H -2.0039 -1.2896 -2.3833 0.0 0.0 -0.1 0.06
H -3.1911 -2.3777 -3.2102 0.0 0.3 -0.1 0.08
```
Forces are in eV/Å.

Calculated values
E_LUMO (eV): -0.48
HOMO energy (eV): -7.6
E_tot (hartree): -12868.66340


Formula: C25H47Cl2FeNO3Si2
Source: the Open Molecules 2025 dataset
Level of theory: ωB97M-V with the def2-TZVPD basis set

Structure (XYZ):
```
81
Properties=species:S:1:pos:R:3:forces:R:3:lowdin_charge:R:1
O -1.2933 -2.5431 -1.2377 -1.0 -0.3 0.6 -0.23
O -2.3749 -0.6536 -2.5778 -0.8 0.0 -2.2 -0.09
C 0.0566 -3.0297 -1.2418 0.0 0.6 0.6 -0.24
C 0.4490 -4.0164 -0.1721 0.2 0.0 0.0 -0.06
H 0.6965 -2.1530 -1.1964 0.3 0.1 0.1 0.10
H 0.1644 -3.4646 -2.2074 0.2 -0.5 -0.9 0.11
H 0.6420 -3.5037 0.7664 -0.1 -0.1 0.2 0.05
H 1.3698 -4.5301 -0.4597 0.0 0.2 -0.1 0.09
H -0.3008 -4.7880 -0.0607 -0.3 -0.2 0.2 0.08
C -2.0834 -2.5105 -0.0142 1.4 0.5 -0.1 -0.24
C -3.4518 -3.1075 -0.1780 0.0 -0.5 0.2 -0.06
H -2.1315 -1.4413 0.2822 -0.1 -0.4 0.1 0.11
H -1.5332 -3.0359 0.7778 -0.2 0.2 -0.2 0.11
H -4.0584 -2.5824 -0.9125 0.0 -0.2 0.0 0.04
H -3.9379 -3.0250 0.8009 -0.1 -0.1 -0.2 0.09
H -3.3876 -4.1801 -0.4301 -0.1 0.4 0.0 0.10
C -3.4886 0.2881 -2.6780 0.4 0.3 0.6 -0.14
C -2.1580 -1.5636 -3.7153 -0.4 -0.1 0.0 -0.14
C -4.5210 -0.0993 -1.6822 -0.9 -0.5 0.4 -0.05
H -3.8434 0.1336 -3.6867 -0.1 0.3 -0.2 0.14
H -3.1108 1.3123 -2.5354 0.0 -0.6 -0.1 0.12
H -4.9985 -1.0494 -1.9613 0.2 0.3 0.2 0.08
H -5.3082 0.6395 -1.7033 -0.3 0.4 0.1 0.09
H -4.1602 -0.1772 -0.6486 0.1 0.1 -0.3 0.09
C -3.2046 -2.6294 -3.7015 -0.3 -0.9 -0.6 -0.04
H -1.1623 -1.9821 -3.6340 0.1 0.3 0.2 0.12
H -2.2596 -0.9377 -4.6001 0.3 0.0 0.0 0.13
H -3.1308 -3.2946 -2.8334 0.0 0.4 -0.2 0.08
H -3.0323 -3.2506 -4.5955 -0.1 0.1 0.2 0.11
H -4.2237 -2.2312 -3.8108 0.3 -0.1 0.2 0.09
H -1.7538 -0.7168 -1.8534 1.2 0.1 1.4 0.09
Fe 1.0073 1.6915 0.1000 3.7 -0.4 1.3 0.49
C -0.2533 0.7274 -0.7903 -4.5 -4.1 -2.8 -0.37
Si 0.4737 1.2699 -2.4591 -0.3 -0.1 0.6 0.46
H -1.3355 0.9440 -0.4656 1.2 0.4 -0.8 0.05
H -0.1931 -0.3789 -0.5208 0.3 1.3 -0.5 0.00
C 1.6698 0.0342 -3.2512 -0.1 -0.1 0.2 -0.16
C 1.3420 2.8568 -1.8463 0.0 1.3 -2.1 -0.22
C -0.6693 1.8815 -3.8262 0.0 0.2 0.1 -0.18
C 2.9837 1.7625 0.3358 0.9 -0.7 -0.1 -0.34
Si 3.8907 1.2682 1.8794 0.1 0.5 -0.9 0.40
H 3.2829 2.7621 0.0218 0.1 0.4 0.3 0.00
H 3.4220 1.1425 -0.4728 -0.1 -0.1 0.2 0.02
C 5.5977 2.0395 1.8206 0.2 0.0 0.3 -0.19
C 4.0713 -0.5784 1.9738 -0.3 -0.3 0.0 -0.18
C 3.0718 1.9146 3.4328 -0.2 0.1 0.4 -0.17
H -0.0940 2.5547 -4.4786 -0.2 -0.2 0.1 0.05
H -1.5324 2.4420 -3.4479 0.2 0.0 0.0 0.03
H -1.0388 1.0585 -4.4320 -0.1 -0.1 -0.2 0.01
H 2.5498 -0.1654 -2.6224 -0.2 0.1 -0.1 0.04
H 2.0227 0.3452 -4.2458 -0.1 0.1 0.3 0.04
H 1.1460 -0.9260 -3.3810 0.1 0.2 0.0 0.01
H 2.4100 2.8870 -2.1604 -0.7 0.1 0.6 0.07
H 1.2275 3.1731 -0.7893 0.3 0.9 -0.6 -0.01
H 0.8270 3.6887 -2.3953 0.4 -0.5 0.3 0.06
H 4.8428 -0.9165 1.2840 0.1 -0.1 -0.1 0.03
H 3.1271 -1.0610 1.6943 0.2 0.0 0.0 -0.01
H 4.3352 -0.9210 2.9732 0.1 0.0 0.1 0.03
H 2.6127 1.1011 4.0142 0.1 0.2 0.0 0.02
H 2.3107 2.6812 3.2254 0.2 -0.1 0.1 0.02
H 3.8702 2.3720 4.0387 -0.4 -0.1 0.0 0.03
H 5.9099 2.3007 2.8418 0.2 0.0 -0.3 0.02
H 5.6040 2.9483 1.2046 0.0 -0.2 0.2 0.03
H 6.3083 1.3199 1.3999 0.1 0.2 0.0 0.03
Cl 1.4411 -2.6092 3.6218 0.0 -0.2 0.0 0.83
C 0.6485 -1.1184 3.7640 -0.4 0.0 0.2 -0.56
C 0.1718 -0.7002 4.9992 0.2 -0.2 -0.1 -0.11
C -0.4088 0.5439 5.1557 0.1 -0.7 0.4 -0.58
Cl -0.9586 0.9811 6.7212 0.0 0.1 -0.2 0.79
C -0.5026 1.4356 4.0618 0.0 0.6 -0.9 -0.16
C -0.9711 2.7613 4.1804 0.0 -0.3 -0.2 0.01
C -0.9021 3.5835 3.0833 -0.4 1.1 0.3 -0.03
C -0.4057 3.1303 1.8747 0.1 -1.1 -0.2 -0.08
N -0.0028 1.8573 1.7096 -1.2 1.1 3.3 0.01
C -0.0431 1.0036 2.7894 -0.3 1.6 -0.7 -0.10
C 0.4749 -0.3327 2.5674 1.2 -1.2 -1.6 -0.35
O 0.8461 -0.7601 1.4317 -0.8 0.9 2.2 0.01
H 0.2822 -1.3651 5.8440 0.0 0.1 0.1 0.12
H -1.3966 3.0964 5.1221 0.2 0.0 -0.2 0.11
H -1.2222 4.6269 3.1362 0.0 -0.4 0.1 0.13
H -0.3213 3.7693 0.9834 -0.2 -0.2 0.6 0.13
```
Forces are in eV/Å.

Calculated values
Net charge: +1
E_LUMO (spin up / spin down) (eV): -3.27 / -5.00
HOMO energy (spin up / spin down) (eV): -9.1 / -10.1
2S+1: 6
Energy relative to the best compared isomer or geometry (same formula, charge and spin) (kJ/mol): 497.2
E_tot (hartree): -4023.95955


Formula: C25H47Cl3F3KMgN3NaO14PS3
Source: the Open Molecules 2025 dataset
Level of theory: ωB97M-V with the def2-TZVPD basis set

Structure (XYZ):
```
102
Properties=species:S:1:pos:R:3:forces:R:3:lowdin_charge:R:1
O 2.8376 -3.9164 0.8685 -0.8 0.5 0.2 -0.40
S 3.8644 -2.8895 0.8586 -0.8 -2.8 -1.1 0.41
O 5.1520 -3.4842 0.9453 1.5 0.6 0.1 -0.28
O 3.6379 -1.8357 1.8904 -0.9 1.2 1.0 -0.50
C 3.7291 -2.0666 -0.7666 0.4 0.1 0.7 -0.21
C 3.8637 -0.5864 -0.5111 -0.4 -0.1 -0.9 -0.25
C 2.5735 0.1081 -0.0870 0.4 -0.1 -0.4 -0.47
S 0.9900 -0.0653 -0.9720 -0.3 0.2 -0.4 1.00
C -0.0054 -1.2691 -0.1982 1.1 0.0 -0.2 -1.01
S 0.5182 -2.2480 0.9853 -0.1 -0.1 1.2 0.80
N -1.2826 -1.4318 -0.7104 1.2 0.6 0.4 -0.17
C -2.3976 -1.2245 0.0625 -0.4 -0.2 0.2 -0.08
C -3.4288 -1.5235 -0.7421 -0.6 0.2 0.5 -0.13
N -2.9880 -1.8973 -1.9624 -0.9 -0.5 -1.4 0.10
C -1.7102 -1.8407 -1.9424 0.3 0.2 -0.3 -0.14
H 2.8549 -2.4093 -1.2979 -0.6 0.1 0.1 0.09
H 4.5688 -2.4001 -1.3521 0.5 -0.3 0.0 0.10
H 4.5081 -0.5398 0.3509 0.4 0.6 0.2 0.09
H 4.3668 -0.0538 -1.3037 -0.1 0.1 -0.5 0.12
H 2.7349 1.1731 -0.1382 -0.1 0.4 0.2 0.08
H 2.5413 -0.2127 0.9378 -0.5 0.5 -0.2 -0.07
H -2.3851 -0.9035 1.0726 0.3 0.1 0.6 0.11
H -4.4579 -1.5008 -0.4760 -0.6 0.1 -0.1 0.10
H -1.0465 -2.0926 -2.7381 0.4 -0.1 -0.3 0.13
C -4.9463 3.0709 -2.8819 -0.1 0.0 -0.3 -0.10
O -4.9341 2.9285 -1.4599 0.3 1.5 3.3 -0.34
P -6.2709 2.3014 -0.5939 -3.1 -3.6 -6.0 0.62
O -6.0771 0.8723 -0.9477 0.6 0.4 1.2 -0.20
O -7.3413 3.0124 -1.6208 0.2 0.4 0.5 -0.24
C -7.3565 4.4005 -1.8819 -0.6 -0.3 -0.2 -0.15
O -7.4550 2.2360 0.5508 2.5 1.9 1.2 -0.21
C -7.1109 1.6728 1.8391 -0.1 -0.6 0.1 -0.09
H -3.9514 2.7902 -3.2213 0.0 -0.1 0.1 0.11
H -5.6917 2.4279 -3.3423 0.0 0.0 0.0 0.11
H -5.1153 4.1114 -3.1781 -0.1 -0.1 0.0 0.07
H -7.2330 4.5582 -2.9527 0.0 0.1 0.0 0.10
H -6.5613 4.9182 -1.3535 -1.0 -0.6 -0.5 -0.07
H -8.3140 4.8311 -1.5864 0.0 0.0 0.1 0.11
H -6.3163 2.2352 2.3199 0.0 0.0 0.0 0.07
H -6.8117 0.6324 1.7219 0.0 0.0 -0.1 0.09
H -8.0019 1.7245 2.4574 -0.1 0.1 -0.1 0.10
C 10.2063 3.6295 -0.8209 0.0 0.1 0.0 -0.11
O 8.8502 4.0165 -0.7488 -0.1 -0.3 0.1 -0.20
C 8.1310 3.7198 -1.9310 0.1 0.3 0.1 -0.21
C 6.6727 3.4782 -1.6253 -0.1 0.0 -0.1 -0.18
O 6.4020 2.2104 -1.0413 -0.1 0.0 0.0 -0.14
C 6.7754 2.0162 0.3143 0.0 -0.2 0.0 -0.18
C 5.9002 2.7485 1.3039 0.2 0.1 0.3 -0.21
O 6.2342 4.1200 1.3763 -0.1 0.1 -0.3 -0.19
C 5.1457 4.9312 1.7432 0.1 0.0 0.1 -0.12
H 10.7423 4.2064 -1.5822 0.0 -0.1 0.0 0.09
H 10.6550 3.8222 0.1506 0.0 0.1 0.0 0.09
H 10.2973 2.5597 -1.0402 0.0 0.0 -0.1 0.09
H 8.5477 2.8340 -2.4229 0.0 0.0 0.0 0.13
H 8.2148 4.5776 -2.6122 0.0 -0.1 -0.1 0.13
H 6.1367 3.4700 -2.5768 0.0 -0.1 0.0 0.13
H 6.2560 4.2896 -1.0257 0.1 0.0 0.1 0.12
H 7.8298 2.2423 0.4761 0.0 0.2 0.0 0.13
H 6.6406 0.9458 0.4899 0.0 0.0 0.0 0.12
H 6.0470 2.3141 2.3034 -0.1 -0.2 -0.1 0.13
H 4.8488 2.6220 1.0064 0.0 0.0 0.0 0.11
H 4.3147 4.8186 1.0338 0.0 0.0 0.1 0.08
H 5.4817 5.9652 1.7194 0.0 0.0 0.0 0.09
H 4.7967 4.6939 2.7558 -0.1 0.0 0.0 0.09
K -5.0235 5.8905 -0.5854 1.2 0.6 0.6 0.97
C 3.2510 -7.9730 -2.4413 0.1 -0.1 -0.1 -0.12
C 3.9957 -6.7146 -2.8639 -0.1 -0.2 0.1 -0.24
C 3.4249 -5.4913 -2.1406 0.3 0.0 -0.1 -0.19
C 2.0149 -5.3000 -2.4582 1.2 0.0 0.4 -0.25
N 0.9138 -5.1497 -2.7008 -1.4 0.3 -0.3 0.16
H 2.2007 -7.9050 -2.7158 -0.1 0.0 0.0 0.03
H 3.6581 -8.8599 -2.9241 0.0 0.0 0.0 0.07
H 3.3217 -8.1138 -1.3596 0.0 0.0 0.0 0.08
H 3.9207 -6.5828 -3.9442 0.0 0.1 0.0 0.12
H 5.0562 -6.8119 -2.6316 0.0 0.1 0.1 0.11
H 3.9606 -4.5885 -2.4344 0.0 0.0 0.0 0.11
H 3.5142 -5.5947 -1.0577 0.0 0.0 0.0 0.11
C -10.0327 6.0394 5.9390 0.0 -0.2 -0.4 -0.05
C -8.6047 6.5289 5.8611 -0.3 0.2 0.6 -0.17
O -7.8828 5.9120 4.7603 0.2 -0.2 0.1 0.05
C -8.1502 6.3675 3.5621 0.0 0.1 0.3 -0.42
O -8.9048 7.2326 3.2506 -0.1 0.3 -0.3 0.19
C -7.2842 5.6178 2.5340 0.0 -0.2 -0.1 -0.52
F -7.3326 4.3032 2.6929 -0.1 -0.1 0.2 0.17
F -5.9842 5.9771 2.6202 0.1 0.2 -0.1 0.14
F -7.6686 5.8801 1.2778 0.0 0.2 -0.2 0.14
H -10.0587 4.9521 6.0114 0.0 0.0 0.1 0.09
H -10.5255 6.4642 6.8111 0.0 0.0 0.0 0.09
H -10.5996 6.3217 5.0539 0.0 0.1 0.0 0.08
H -8.0589 6.2445 6.7556 0.2 -0.1 -0.1 0.13
H -8.5486 7.6121 5.7720 0.0 0.0 -0.2 0.13
C 0.7846 -11.2902 -2.1517 0.3 -0.1 0.2 -1.46
Cl 1.6720 -11.4990 -0.6527 0.1 -0.2 0.0 0.62
Cl 0.0631 -9.6586 -2.1489 -0.3 -0.1 -1.0 0.60
Cl 1.7993 -11.5282 -3.5582 0.0 0.1 0.0 0.59
H -0.0216 -12.0101 -2.1870 -0.1 0.0 0.0 0.03
Na -0.3221 -8.8287 0.1536 -0.7 0.3 0.4 0.60
O -3.3781 -7.5704 -1.0942 0.6 -0.2 0.2 -0.50
H -4.2451 -7.1516 -1.0229 0.2 -0.1 0.1 -0.15
O 1.2453 -13.3481 1.9475 0.0 0.2 -0.1 -0.39
H 1.1976 -12.4431 1.6167 -0.1 0.0 0.2 -0.21
Mg 1.9547 -0.7757 2.5654 0.6 -1.7 0.1 0.84
```
Forces are in eV/Å.

Calculated values
Net charge: +1
E_LUMO (eV): -5.77
HOMO energy (eV): -7.0
E_tot (hartree): -6376.19855


no.,F_max (eV/A)
1,4.603
2,6.710
3,7.627